Entry 1:
{
  "formula": "C3H7N2",
  "method": "ωB97M-V with the def2-TZVPD basis set",
  "elements": ["C", "C", "C", "N", "N", "H", "H", "H", "H", "H", "H", "H"],
  "xyz": [[-0.0685, -0.7804, -0.9546], [-0.1380, 1.5372, 0.0870], [-0.7965, -0.3459, 1.3416], [-0.1611, 0.2383, 0.0938], [1.0208, -1.0339, -1.5901], [0.2521, 2.0185, -0.8888], [-0.5260, 1.9915, 0.9177], [-0.2577, -1.3216, 1.5349], [-0.4962, 0.3746, 2.1135], [-1.8774, -0.4008, 1.0016], [1.8721, -0.3863, -1.4972], [1.1765, -1.8913, -2.1593]],
  "lowdin_charge": [-0.038, 0.166, 0.017, -0.197, 0.137, 0.158, 0.080, 0.122, 0.099, 0.137, 0.167, 0.153],
  "total_charge": 1,
  "homo_energy_ev": -13.97,
  "e_above_lowest_ev": 2.948,
  "gap_ev": 8.832,
  "total_energy_ev": -6194.564
}

Entry 2:
{
  "formula": "BaCl8NiO32",
  "method": "ωB97M-V with the def2-TZVPD basis set",
  "elements": ["Ni", "Ba", "Cl", "O", "O", "O", "O", "Cl", "O", "O", "O", "O", "Cl", "O", "O", "O", "O", "Cl", "O", "O", "O", "O", "Cl", "O", "O", "O", "O", "Cl", "O", "O", "O", "O", "Cl", "O", "O", "O", "O", "Cl", "O", "O", "O", "O"],
  "xyz": [[-3.6739, -2.8985, -0.3291], [0.2717, 0.0764, -0.2745], [0.1135, 4.7687, -2.7791], [-0.6513, 5.9901, -2.5202], [-0.8085, 3.7619, -2.8208], [0.8746, 4.7088, -3.9326], [1.0047, 4.7191, -1.5413], [0.8016, -1.6407, 3.8695], [2.0180, -2.1938, 3.4748], [0.1744, -1.0926, 2.6263], [-0.0680, -2.5868, 4.5519], [0.8242, -0.5239, 4.7319], [-3.3885, 0.7704, -0.3837], [-3.9039, 1.1828, -1.5811], [-4.3448, 1.2499, 0.5453], [-3.1605, -0.6431, -0.2349], [-2.2042, 1.5263, -0.1726], [2.2128, 0.9673, -4.1395], [3.6114, 0.9615, -4.2104], [1.6254, 0.9870, -2.8008], [2.0313, 2.2381, -4.9159], [1.4280, 0.1153, -4.9872], [-2.3386, -4.7746, 2.4315], [-1.5121, -5.0532, 3.6043], [-1.8166, -5.4324, 1.2167], [-3.6447, -5.2560, 2.5817], [-2.4364, -3.3427, 2.0424], [0.5353, 3.6198, 3.3722], [-0.7436, 4.3112, 3.2222], [1.1190, 4.2652, 4.5406], [0.4650, 2.2576, 3.5966], [1.4329, 3.9955, 2.3594], [-0.9653, -2.7257, -2.4087], [0.4435, -2.4203, -2.4003], [-1.3886, -3.8042, -3.2637], [-1.5722, -3.1728, -1.0982], [-1.6533, -1.5217, -2.8301], [3.9251, -0.5650, 0.1355], [2.9174, -0.2686, 1.0860], [4.8263, -1.4697, 0.7924], [3.1741, -1.6165, -0.5201], [4.4445, 0.5298, -0.6363]],
  "lowdin_spin": [0.984, 0.000, -0.002, 0.001, 0.002, 0.008, 0.012, 0.000, 0.000, 0.000, 0.000, 0.000, 0.000, 0.000, 0.000, 0.003, 0.001, -0.045, 0.159, -0.014, 0.716, 0.162, 0.000, 0.000, 0.000, 0.000, 0.000, 0.000, 0.000, 0.000, 0.000, 0.000, 0.002, 0.002, 0.000, 0.008, -0.001, 0.000, 0.000, 0.000, 0.000, 0.000],
  "total_charge": -4,
  "homo_energy_ev": [0.70, 0.70],
  "spin_multiplicity": 3,
  "gap_ev": [5.758, 2.115],
  "total_energy_ev": -207369.360,
  "s2": 2.0105
}

Entry 3:
{
  "formula": "C6H10",
  "method": "ωB97M-V with the def2-TZVPD basis set",
  "elements": ["C", "C", "C", "C", "C", "C", "H", "H", "H", "H", "H", "H", "H", "H", "H", "H"],
  "xyz": [[-0.2704, 0.1212, -1.4365], [-0.9575, -0.1635, -0.2188], [-0.7855, -1.5145, 0.4214], [0.4524, 1.3378, 1.4389], [1.4003, 0.9463, 0.5533], [1.9927, 0.5008, -0.4592], [-1.4534, -0.3976, -1.4687], [0.3646, -0.6103, -1.9130], [-0.4060, 1.0901, -1.9081], [-1.6703, 0.5498, 0.1735], [-0.4074, -1.3712, 1.4337], [-1.7231, -2.0778, 0.4770], [-0.0474, -2.1059, -0.1294], [0.1217, 2.3773, 1.4060], [0.3668, 0.8516, 2.4094], [3.0227, 0.4659, -0.7795]],
  "lowdin_charge": [-0.080, -0.263, -0.076, -0.097, -0.320, 0.005, 0.182, 0.078, 0.104, 0.115, 0.079, 0.081, 0.088, 0.045, 0.043, 0.014],
  "homo_energy_ev": [-6.93, -6.93],
  "e_above_lowest_ev": 6.035,
  "gap_ev": [7.748, 7.748],
  "total_energy_ev": -6377.824
}

Entry 4:
{
  "formula": "C3H7N2O2",
  "method": "ωB97M-V with the def2-TZVPD basis set",
  "elements": ["O", "C", "N", "C", "O", "C", "N", "H", "H", "H", "H", "H", "H", "H"],
  "xyz": [[-0.7926, -0.4324, -1.3109], [-0.5891, 0.3835, -0.4018], [0.4553, 1.2055, -0.3057], [2.3411, -0.6936, -0.1443], [3.2595, -0.4411, 0.5981], [-1.6500, 0.5052, 0.7370], [-2.8035, -0.4034, 0.5626], [0.5536, 1.5756, 0.6372], [2.2924, -0.3952, -1.2048], [1.4748, -1.3152, 0.1214], [-2.0754, 1.5068, 0.8617], [-1.2216, 0.2957, 1.7207], [-2.8009, -0.6275, -0.4327], [-2.5473, -1.3280, 0.8941]],
  "lowdin_charge": [-0.096, -0.713, 0.016, -0.217, -0.072, -0.239, -0.051, -0.003, 0.065, 0.062, 0.084, 0.090, 0.036, 0.040],
  "total_charge": -1,
  "homo_energy_ev": -3.84,
  "e_above_lowest_ev": 1.696,
  "gap_ev": 7.998,
  "total_energy_ev": -10299.939
}

Entry 5:
{
  "formula": "C2H5N3OS",
  "method": "ωB97M-V with the def2-TZVPD basis set",
  "elements": ["H", "N", "C", "N", "O", "C", "N", "S", "H", "H", "H", "H"],
  "xyz": [[0.0664, 1.2167, 3.2116], [-0.3622, 1.1180, 2.0870], [0.4326, 0.7243, 1.2545], [0.1923, 0.2452, -0.0553], [1.5157, -0.1656, -0.4940], [-0.9233, -0.3422, -0.6575], [-0.6149, -0.5857, -1.9240], [-2.3196, -0.3433, 0.1517], [1.5754, 0.5898, 1.2978], [1.5769, -1.1894, -0.0450], [-1.4555, -0.9644, -2.5516], [0.3162, -0.3034, -2.2751]],
  "lowdin_charge": [0.168, 0.060, -0.357, -0.169, -0.108, -0.990, 0.071, 0.675, 0.141, 0.218, 0.176, 0.116],
  "homo_energy_ev": -8.33,
  "e_above_lowest_ev": 4.664,
  "gap_ev": 8.575,
  "total_energy_ev": -19504.286
}

Entry 6:
{
  "formula": "C25H49Li5O13P",
  "method": "ωB97M-V with the def2-TZVPD basis set",
  "elements": ["Li", "Li", "Li", "Li", "Li", "P", "O", "O", "O", "O", "O", "C", "O", "O", "H", "C", "C", "C", "O", "C", "H", "H", "H", "H", "H", "H", "H", "H", "C", "C", "C", "O", "C", "H", "H", "H", "H", "H", "H", "H", "H", "C", "C", "C", "O", "C", "H", "H", "H", "H", "H", "H", "H", "H", "C", "C", "C", "O", "C", "H", "H", "H", "H", "H", "H", "H", "H", "C", "C", "C", "O", "C", "H", "H", "H", "H", "H", "H", "H", "H", "C", "C", "C", "O", "C", "H", "H", "H", "H", "H", "H", "H", "H"],
  "xyz": [[-1.6684, 1.3667, -0.2016], [-0.5107, -3.1821, -0.7645], [-2.0523, -1.3019, -2.2045], [0.9730, -0.5664, -1.6398], [-2.9518, -1.1937, 1.1084], [-0.8399, -0.8819, -0.0190], [-1.4027, -0.0289, 1.1432], [0.4812, -1.6123, -0.0533], [-0.8411, 0.0569, -1.2440], [-1.9491, -1.8656, -0.3732], [0.0613, -2.9611, -4.9565], [0.1929, -2.5248, -3.6803], [1.1045, -1.7236, -3.3887], [-0.6606, -2.8706, -2.8196], [0.7494, -2.4600, -5.4233], [2.9130, -4.0535, 1.1517], [2.0225, -4.8760, 2.0676], [0.6666, -4.7914, 1.3765], [0.9635, -4.5760, -0.0092], [2.3754, -4.4798, -0.2136], [3.9878, -4.1745, 1.2649], [2.6791, -2.9894, 1.2456], [2.0860, -4.6321, 3.1278], [2.3434, -5.9242, 2.0413], [0.1213, -3.9089, 1.7304], [0.0683, -5.6858, 1.5416], [2.6071, -3.7370, -0.9781], [2.7617, -5.4340, -0.5793], [4.9422, 0.6373, -1.9638], [4.8355, 0.4976, -0.4472], [3.3802, 0.1092, -0.2024], [2.6879, 0.3736, -1.4702], [3.5461, 1.1034, -2.3316], [5.1287, -0.3338, -2.4339], [5.7634, 1.2370, -2.3539], [5.0269, 1.4486, 0.0543], [5.5476, -0.2133, -0.0308], [2.8953, 0.6870, 0.5814], [3.2195, -0.9555, -0.0367], [3.4522, 2.1945, -2.3030], [3.2763, 0.7972, -3.3456], [0.4939, 4.8000, -0.7759], [-0.9101, 5.3882, -0.6952], [-1.6851, 4.4106, 0.1903], [-0.9523, 3.1581, 0.0544], [0.1911, 3.3072, -0.8303], [1.0661, 4.9682, 0.1362], [1.0062, 5.2001, -1.6471], [-1.3278, 5.5276, -1.6930], [-0.9363, 6.3847, -0.2484], [-2.6896, 4.2250, -0.1867], [-1.6881, 4.7096, 1.2347], [-0.1081, 2.9360, -1.8146], [0.9704, 2.6762, -0.4036], [-3.9114, -1.9686, 4.6956], [-2.4723, -1.5219, 4.4771], [-1.9876, -2.4840, 3.4162], [-3.0959, -2.6299, 2.5445], [-4.3042, -2.5996, 3.3489], [-4.5842, -1.1472, 4.9436], [-3.9799, -2.6672, 5.5281], [-1.8916, -1.5723, 5.3969], [-2.4382, -0.5219, 4.0383], [-1.6641, -3.4538, 3.8249], [-1.0931, -2.1220, 2.9014], [-4.6513, -3.6240, 3.4944], [-5.0664, -2.0685, 2.7806], [-1.9037, 1.5721, -5.4611], [-2.9606, 2.0338, -4.4707], [-3.5207, 0.6891, -3.9976], [-2.3399, -0.0564, -3.7594], [-1.4262, 0.2408, -4.8106], [-1.0512, 2.2412, -5.5665], [-2.3141, 1.3964, -6.4535], [-3.7071, 2.7666, -4.7711], [-2.4843, 2.4755, -3.5857], [-4.0809, 0.2479, -4.8315], [-4.2056, 0.7850, -3.1567], [-1.4394, -0.5572, -5.5600], [-0.4066, 0.2758, -4.4274], [0.2906, 1.4462, 3.7852], [0.0275, 2.9375, 3.7694], [1.3808, 3.5130, 3.3117], [2.0393, 2.4180, 2.6353], [1.1592, 1.2979, 2.5432], [-0.6754, 0.9339, 3.7956], [0.7557, 1.1199, 4.7184], [-0.3152, 3.3648, 4.7092], [-0.6884, 3.1632, 2.9731], [2.0115, 3.7513, 4.1670], [1.2903, 4.3274, 2.5955], [1.7451, 0.3802, 2.5284], [0.5461, 1.3547, 1.6418]],
  "lowdin_charge": [0.659, 0.684, 0.695, 0.623, 0.700, -0.153, -0.449, -0.383, -0.510, -0.523, 0.114, -0.799, -0.057, -0.122, 0.122, -0.152, -0.156, -0.182, -0.199, -0.178, 0.121, 0.101, 0.117, 0.120, 0.099, 0.126, 0.122, 0.127, -0.150, -0.140, -0.136, -0.230, -0.204, 0.120, 0.119, 0.117, 0.116, 0.098, 0.108, 0.123, 0.127, -0.133, -0.154, -0.147, -0.255, -0.169, 0.114, 0.122, 0.117, 0.120, 0.118, 0.118, 0.121, 0.117, -0.144, -0.154, -0.222, -0.211, -0.147, 0.114, 0.117, 0.127, 0.102, 0.136, 0.110, 0.125, 0.118, -0.132, -0.154, -0.191, -0.222, -0.163, 0.112, 0.115, 0.120, 0.108, 0.133, 0.125, 0.126, 0.119, -0.157, -0.157, -0.163, -0.152, -0.210, 0.090, 0.122, 0.116, 0.096, 0.120, 0.103, 0.121, 0.083],
  "total_charge": 1,
  "homo_energy_ev": -11.50,
  "e_above_lowest_ev": 0.631,
  "gap_ev": 8.710,
  "total_energy_ev": -63660.695
}